Entry from the OMol25 dataset: a molecular structure, C32H34CrN6O4PS3 (ωB97M-V with the def2-TZVPD basis set).

Structure (XYZ):
```
81
C32H34CrN6O4PS3 | the OMol25 dataset | ωB97M-V with the def2-TZVPD basis set
Cr -0.732 0.565 -0.245
C 0.063 2.954 3.294
C -0.561 2.465 2.016
N -0.311 1.234 1.616
N 0.538 0.547 2.419
C 1.056 -0.539 1.968
S 0.710 -1.220 0.434
S 2.237 -1.378 2.937
C 1.932 -0.666 4.611
C 0.770 -1.358 5.232
C 0.937 -2.622 5.788
C -0.147 -3.310 6.300
C -1.407 -2.735 6.270
C -1.577 -1.469 5.736
C -0.495 -0.788 5.207
C -1.379 3.381 1.265
C -1.388 4.750 1.588
C -2.175 5.653 0.913
C -3.033 5.216 -0.095
C -3.066 3.889 -0.437
C -2.212 2.956 0.183
O -2.188 1.743 -0.249
H 0.396 2.102 3.878
H -0.633 3.547 3.880
H 0.939 3.558 3.056
H 1.759 0.398 4.475
H 2.854 -0.839 5.161
H 1.922 -3.064 5.808
H -0.013 -4.299 6.710
H -2.255 -3.278 6.660
H -2.558 -1.018 5.724
H -0.630 0.190 4.769
H -0.723 5.114 2.351
H -2.129 6.700 1.165
H -3.654 5.922 -0.624
H -3.701 3.520 -1.228
N 0.798 2.954 -3.543
C 0.370 2.046 -2.636
S 0.714 2.353 -0.977
N -0.216 0.963 -3.049
N -0.718 0.156 -2.117
C -1.201 -1.023 -2.497
C -0.942 -1.580 -3.829
C -1.131 -0.807 -4.974
C -0.806 -1.315 -6.217
C -0.280 -2.590 -6.334
C -0.085 -3.363 -5.200
C -0.413 -2.864 -3.954
C -1.992 -1.666 -1.502
C -2.730 -2.850 -1.700
C -3.545 -3.314 -0.695
C -3.624 -2.593 0.497
C -2.868 -1.442 0.629
N -2.071 -0.990 -0.326
H 1.082 3.850 -3.190
H 0.453 2.887 -4.485
H -1.539 0.184 -4.874
H -0.955 -0.706 -7.097
H -0.022 -2.981 -7.308
H 0.339 -4.354 -5.281
H -0.233 -3.448 -3.063
H -2.654 -3.370 -2.642
H -4.123 -4.216 -0.832
H -4.259 -2.922 1.301
H -2.895 -0.860 1.542
C 3.768 1.642 -3.127
O 3.779 0.320 -2.653
P 2.586 -0.196 -1.618
O 3.343 -1.615 -1.360
C 2.745 -2.827 -1.762
O 3.005 0.590 -0.255
C 4.271 0.424 0.357
H 4.790 1.882 -3.428
H 3.444 2.339 -2.350
H 3.104 1.739 -3.990
H 1.713 -2.886 -1.406
H 3.333 -3.627 -1.308
H 2.757 -2.926 -2.850
H 4.356 1.221 1.096
H 5.073 0.505 -0.379
H 4.338 -0.547 0.852
```

2S+1: 4
ΔE to the lowest compared entry with this formula, charge and spin: 31.8 kcal/mol
HOMO level (spin up / spin down): -7.17 / -7.40 eV
E_LUMO (spin up / spin down): -0.8 / -1.1 eV
DFT total energy: -4449.800954 a.u.
orbital gap (spin up / spin down): 6.4 / 6.3 eV



Entry from the OMol25 dataset: 7 unconnected molecules or ions with the total composition C32H34F18INO14 (ωB97M-V with the def2-TZVPD basis set).

Structure (XYZ):
```
100
C32H34F18INO14 | the OMol25 dataset | ωB97M-V with the def2-TZVPD basis set
O 6.476 -0.667 2.702
C 6.186 0.476 2.942
N 7.226 1.494 2.855
C 6.595 2.744 3.246
O 7.164 3.794 3.347
C 5.089 2.506 3.505
C 4.018 3.407 3.877
C 2.680 2.817 4.000
I 1.014 4.057 4.541
C 2.402 1.391 3.774
C 3.504 0.474 3.435
C 4.812 1.076 3.305
H 7.589 1.605 1.902
H 4.231 4.480 4.057
H 1.384 0.951 3.858
H 3.370 -0.616 3.274
C -3.659 5.049 -0.887
C -2.588 6.119 -0.859
O -2.490 6.709 0.450
C -1.785 6.021 1.353
O -1.247 4.972 1.149
C -1.731 6.792 2.672
F -2.934 7.276 3.026
F -0.899 7.846 2.601
F -1.305 6.036 3.694
H -4.613 5.455 -0.544
H -3.787 4.659 -1.898
H -3.406 4.222 -0.228
H -2.854 6.925 -1.543
H -1.620 5.730 -1.180
C 5.297 -3.918 0.641
C 4.601 -3.303 1.837
O 3.269 -3.836 1.983
C 3.175 -5.028 2.579
O 4.102 -5.665 2.985
C 1.707 -5.439 2.706
F 1.019 -5.236 1.566
F 1.079 -4.737 3.668
F 1.566 -6.734 3.014
H 4.698 -3.783 -0.249
H 6.272 -3.457 0.486
H 5.439 -4.991 0.776
H 4.492 -2.229 1.686
H 5.175 -3.442 2.755
C 3.531 -5.836 -6.212
C 4.635 -4.799 -6.209
O 4.730 -4.163 -4.923
C 5.401 -4.839 -3.985
O 5.908 -5.911 -4.147
C 5.461 -4.029 -2.690
F 4.268 -3.494 -2.369
F 6.328 -3.004 -2.784
F 5.851 -4.771 -1.642
H 2.588 -5.388 -5.899
H 3.405 -6.262 -7.208
H 3.750 -6.646 -5.515
H 4.403 -4.012 -6.928
H 5.595 -5.229 -6.500
C -0.880 -8.767 -1.643
C 0.298 -7.950 -2.134
O 0.587 -8.244 -3.512
C -0.180 -7.625 -4.416
O -1.069 -6.868 -4.154
C 0.272 -7.991 -5.831
F 0.490 -9.309 -5.975
F 1.424 -7.369 -6.155
F -0.627 -7.650 -6.761
H -0.701 -9.831 -1.810
H -1.045 -8.601 -0.578
H -1.793 -8.506 -2.179
H 1.191 -8.214 -1.567
H 0.132 -6.880 -1.994
C -4.373 -1.919 1.120
C -3.645 -0.707 1.663
O -4.140 0.501 1.060
C -5.273 0.989 1.575
O -5.884 0.493 2.476
C -5.652 2.295 0.873
F -5.542 2.208 -0.464
F -4.858 3.311 1.261
F -6.910 2.668 1.129
H -4.310 -1.946 0.030
H -3.942 -2.838 1.519
H -5.432 -1.893 1.381
H -2.587 -0.769 1.407
H -3.712 -0.650 2.751
C -4.903 9.587 2.117
C -6.396 9.342 2.062
O -6.908 9.599 0.742
C -6.741 8.617 -0.150
O -6.203 7.572 0.078
C -7.373 9.005 -1.487
F -7.062 10.261 -1.852
F -8.715 8.936 -1.436
F -6.980 8.204 -2.486
H -4.668 10.597 1.772
H -4.531 9.468 3.135
H -4.366 8.893 1.470
H -6.908 10.032 2.733
H -6.651 8.331 2.384
```

SMILES: O=C1NC(=O)c2cc(I)ccc21.CCOC(=O)C(F)(F)F.CCOC(=O)C(F)(F)F.CCOC(=O)C(F)(F)F.CCOC(=O)C(F)(F)F.CCOC(=O)C(F)(F)F.CCOC(=O)C(F)(F)F
2S+1: 1
ΔE to the lowest compared entry with this formula, charge and spin: 41.8 kcal/mol
HOMO level: -9.37 eV
E_LUMO: -0.8 eV
DFT total energy: -4443.253407 a.u.
orbital gap: 8.5 eV



Entry from the OMol25 dataset: a molecular structure, C32H34PTc (ωB97M-V with the def2-TZVPD basis set).

Structure (XYZ):
```
68
C32H34PTc | the OMol25 dataset | ωB97M-V with the def2-TZVPD basis set
C 1.399 -3.027 0.729
C 0.088 -3.547 1.161
C 1.856 -3.185 -0.655
C 2.287 -2.383 1.717
H 2.666 -3.927 -0.736
H 2.260 -2.237 -1.049
H 1.033 -3.486 -1.314
H 0.164 -4.526 1.669
H -0.587 -3.674 0.303
H -0.396 -2.854 1.870
H 2.792 -3.105 2.381
H 1.726 -1.698 2.369
H 3.065 -1.802 1.207
C -1.378 0.736 -1.682
C -0.500 -0.256 -2.281
C -0.938 -1.554 -1.818
H 0.198 -0.091 -3.088
C -1.959 -1.370 -0.864
C -2.158 0.036 -0.676
H -2.886 0.479 -0.009
H -1.546 1.752 -2.003
H -0.594 -2.498 -2.235
H -2.550 -2.148 -0.386
C 1.084 1.990 0.699
C 0.747 2.292 -0.670
C 1.494 1.398 -1.504
H 0.091 3.090 -0.997
C 2.254 0.523 -0.667
C 2.012 0.901 0.702
H 2.430 0.431 1.580
H 0.713 2.514 1.573
H 1.512 1.397 -2.588
H 2.936 -0.247 -1.008
Tc 0.092 0.309 -0.320
C -5.582 1.420 3.883
C -4.652 0.498 3.387
C -3.590 0.932 2.596
C -3.476 2.298 2.278
C -4.386 3.227 2.797
C -5.437 2.785 3.602
P -2.201 2.797 1.062
C -3.287 3.685 -0.135
C -4.078 2.922 -1.023
C -5.050 3.534 -1.813
C -5.228 4.922 -1.748
C -4.422 5.692 -0.904
C -3.461 5.073 -0.100
C -1.343 4.117 1.988
C -0.636 5.107 1.275
C 0.035 6.123 1.955
C 0.016 6.158 3.355
C -0.619 5.136 4.071
C -1.258 4.097 3.392
H -6.425 1.075 4.484
H -4.755 -0.566 3.602
H -2.868 0.217 2.189
H -4.293 4.285 2.547
H -6.149 3.511 3.992
H -3.970 1.841 -1.062
H -5.668 2.921 -2.476
H -5.998 5.401 -2.355
H -4.536 6.778 -0.856
H -2.878 5.681 0.584
H -0.645 5.108 0.182
H 0.561 6.893 1.387
H 0.501 6.981 3.888
H -0.620 5.146 5.165
H -1.717 3.282 3.955
```

2S+1: 4
HOMO level (spin up / spin down): -9.45 / -10.80 eV
E_LUMO (spin up / spin down): -2.8 / -4.3 eV
DFT total energy: -1661.562095 a.u.
orbital gap (spin up / spin down): 6.6 / 6.5 eV
total charge: +1



Entry from the OMol25 dataset: a molecular structure, C32H35BrF4O3P2SrTe (ωB97M-V with the def2-TZVPD basis set).

Structure (XYZ):
```
79
C32H35BrF4O3P2SrTe | the OMol25 dataset | ωB97M-V with the def2-TZVPD basis set
Sr 1.458 0.852 -0.507
C 3.902 0.731 0.860
C 3.556 2.105 0.803
C 2.398 2.291 1.594
C 2.032 1.038 2.147
C 2.958 0.073 1.689
C 3.039 -1.378 2.079
C 0.835 0.816 3.032
C 1.673 3.587 1.842
C 4.312 3.188 0.085
C 5.157 0.097 0.329
H 3.910 -1.575 2.712
H 3.131 -2.035 1.206
H 2.155 -1.689 2.638
H 0.957 1.305 4.003
H 0.660 -0.245 3.219
H -0.079 1.222 2.586
H 1.575 3.776 2.915
H 0.660 3.601 1.426
H 2.215 4.427 1.408
H 4.959 3.749 0.766
H 3.640 3.906 -0.390
H 4.951 2.777 -0.698
H 5.927 0.041 1.106
H 5.583 0.663 -0.501
H 4.991 -0.925 -0.020
F 2.668 -6.941 -1.856
C 2.036 -5.813 -1.567
C 0.770 -5.847 -1.013
F 0.183 -7.013 -0.772
C 0.125 -4.658 -0.720
F -1.100 -4.758 -0.200
C 0.702 -3.415 -0.946
P -0.163 -1.836 -0.565
C -1.541 -1.863 -1.755
C -2.729 -2.569 -1.576
C -3.693 -2.562 -2.573
C -3.478 -1.855 -3.750
C -2.309 -1.131 -3.923
C -1.347 -1.128 -2.924
C -0.899 -2.080 1.079
C -0.356 -2.927 2.040
C -0.875 -2.944 3.326
C -1.933 -2.112 3.662
C -2.466 -1.253 2.712
C -1.947 -1.227 1.427
C 1.974 -3.412 -1.526
Br 2.897 -1.833 -2.008
C 2.633 -4.592 -1.827
F 3.845 -4.589 -2.377
H -2.905 -3.113 -0.658
H -4.615 -3.111 -2.430
H -4.234 -1.856 -4.524
H -2.150 -0.552 -4.823
H -0.448 -0.534 -3.055
H 0.479 -3.573 1.794
H -0.448 -3.607 4.067
H -2.336 -2.126 4.666
H -3.279 -0.588 2.974
H -2.333 -0.523 0.699
C -4.319 0.953 -1.642
C -3.760 2.310 -1.290
O -2.536 2.539 -2.030
P -1.176 2.660 -1.199
O -0.954 1.466 -0.308
Te 0.584 3.085 -2.766
O -1.422 3.901 -0.218
C -1.601 5.226 -0.749
C -1.848 6.158 0.413
H -5.258 0.788 -1.111
H -3.614 0.169 -1.363
H -4.506 0.881 -2.713
H -3.566 2.386 -0.218
H -4.443 3.111 -1.572
H -2.442 5.223 -1.447
H -0.701 5.504 -1.301
H -2.752 5.875 0.952
H -1.964 7.179 0.049
H -1.007 6.129 1.105
```

2S+1: 1
ΔE to the lowest compared entry with this formula, charge and spin: 0.0 kcal/mol
HOMO level: -6.94 eV
E_LUMO: -0.1 eV
DFT total energy: -5421.201872 a.u.
orbital gap: 6.9 eV



Number 1: largest force on an atom 2.2 eV Å⁻¹. Number 2: largest force on an atom 2.9 eV Å⁻¹. Number 3: largest force on an atom 2.1 eV Å⁻¹. Number 4: largest force on an atom 0.3 eV Å⁻¹.